(1)
{"formula": "C2H9NO3", "method": "the ωB97M-V functional and the def2-TZVPD basis", "largest_force_ev_per_a": 2.9, "total_charge": 1, "homo_energy_ha": [-0.4862, -0.4862], "multiplicity": 2, "gap_ev": [8.512, 4.464], "lumo_energy_ev": [-4.7, -8.8], "relative_energy_kcal_mol": 16.49, "symbols": ["O", "O", "O", "N", "C", "C", "H", "H", "H", "H", "H", "H", "H", "H", "H"], "coordinates": [[-1.50, 1.71, -3.14], [0.70, -1.68, -0.02], [4.06, 1.42, 5.27], [-1.31, 0.19, -0.48], [-1.13, 0.64, -2.78], [-2.03, -0.09, -1.68], [-0.13, -1.98, 0.37], [0.84, -2.31, -0.75], [-0.40, -0.27, -0.26], [-1.27, 1.20, -0.28], [-3.07, 0.25, -1.62], [-2.09, -1.18, -1.74], [3.79, 1.18, 4.36], [3.77, 0.76, 5.89], [-0.23, 0.16, -3.14]]}


(2)
{"formula": "C21H62O10", "method": "the ωB97M-V functional and the def2-TZVPD basis", "largest_force_ev_per_a": 1.4, "total_charge": 0, "homo_energy_ha": -0.3564, "gap_ev": 9.691, "smiles": "CC(C)O.CC(C)O.CC(C)O.CCO.CCO.CCO.CCO.CCO.CCO.O", "lumo_energy_ev": 0.0, "relative_energy_kcal_mol": 47.27, "symbols": ["O", "O", "O", "O", "O", "O", "O", "O", "O", "O", "C", "C", "C", "C", "C", "C", "C", "C", "C", "C", "C", "C", "C", "C", "C", "C", "C", "C", "C", "C", "C", "H", "H", "H", "H", "H", "H", "H", "H", "H", "H", "H", "H", "H", "H", "H", "H", "H", "H", "H", "H", "H", "H", "H", "H", "H", "H", "H", "H", "H", "H", "H", "H", "H", "H", "H", "H", "H", "H", "H", "H", "H", "H", "H", "H", "H", "H", "H", "H", "H", "H", "H", "H", "H", "H", "H", "H", "H", "H", "H", "H", "H", "H"], "coordinates": [[0.67, 3.18, 1.61], [1.29, 2.68, -2.76], [1.01, 0.36, 1.04], [2.07, -2.26, 2.22], [5.13, 2.67, 3.56], [-4.71, -1.88, -2.94], [3.38, -4.37, -1.49], [3.21, 3.92, -0.86], [-5.29, -3.43, 2.02], [-4.70, 3.07, 0.53], [-3.45, -2.01, 1.51], [-4.86, -1.65, 3.56], [-0.52, -0.87, -0.34], [-3.29, 2.81, 0.38], [4.17, 0.59, 2.89], [4.21, 1.74, -0.89], [-3.33, -2.16, -2.76], [1.06, -3.28, 2.19], [5.28, 1.26, 3.68], [2.17, -3.84, -1.98], [1.99, -3.89, -3.48], [3.95, 2.99, -0.07], [-2.69, 2.26, 1.67], [0.07, 3.39, -2.69], [-4.24, -2.65, 2.64], [-2.52, -1.52, -3.84], [-3.17, 1.93, -0.87], [0.80, -0.09, -0.28], [1.46, -4.36, 3.16], [0.35, 4.85, -3.05], [-0.90, 2.81, -3.74], [-5.31, -0.80, 3.06], [3.36, 2.79, 0.84], [6.25, 0.97, 3.26], [3.32, 1.34, -1.37], [-0.54, 5.47, -2.91], [1.21, 5.23, -2.50], [0.60, 4.90, -4.11], [-3.88, 1.12, -0.68], [5.96, 3.07, 3.83], [2.69, -3.25, -4.01], [1.71, -3.93, 4.13], [1.54, 3.41, 1.97], [0.67, -5.10, 3.25], [1.33, -4.38, -1.51], [-3.39, 2.47, -1.79], [-4.70, 3.86, 1.09], [2.34, -4.88, 2.75], [4.85, 2.04, -1.73], [-5.61, -2.06, 4.23], [2.01, -2.79, -1.69], [4.69, 0.93, -0.35], [4.89, 3.38, 0.33], [0.68, 2.21, 1.53], [-0.37, 3.32, -1.69], [-2.95, -1.95, -1.75], [0.05, -2.96, 2.48], [-4.09, -1.32, 4.27], [-0.49, -1.69, 0.38], [0.99, -3.52, -3.70], [-3.08, -2.76, 0.79], [-2.58, -1.44, 1.85], [-4.06, -1.34, 0.91], [4.29, 0.91, 1.86], [-0.82, 1.72, -3.72], [-2.86, 3.80, 0.19], [-2.51, -0.43, -3.75], [2.81, -2.60, 1.71], [5.29, 0.92, 4.72], [-2.90, -1.80, -4.82], [-2.69, 2.94, 2.51], [3.18, 0.88, 3.23], [-1.94, 3.08, -3.54], [-3.52, -3.30, 3.16], [-0.69, -1.22, -1.36], [3.05, 4.68, -0.30], [-5.16, -1.98, -2.09], [-2.18, 1.51, -1.05], [-3.20, -3.24, -2.91], [-1.47, -1.80, -3.74], [0.93, -3.65, 1.16], [-4.98, -4.34, 2.00], [3.60, -3.94, -0.66], [2.13, -4.89, -3.90], [-3.24, 1.34, 1.90], [1.29, -0.45, 1.50], [0.87, 0.72, -1.01], [4.22, -0.50, 2.97], [1.89, 3.02, -2.09], [1.58, -0.83, -0.50], [-1.36, -0.26, -0.01], [-1.65, 1.95, 1.49], [-0.64, 3.21, -4.72]]}


(3)
{"formula": "C3H4BrN", "method": "the ωB97M-V functional and the def2-TZVPD basis", "largest_force_ev_per_a": 4.2, "total_charge": 0, "homo_energy_ha": [-0.3959, -0.3314], "gap_ev": [9.305, 8.364], "lumo_energy_ev": [-1.5, -0.7], "relative_energy_kcal_mol": 105.86, "symbols": ["Br", "N", "C", "C", "C", "H", "H", "H", "H"], "coordinates": [[-1.99, -1.37, -1.47], [1.05, 0.41, -3.09], [-0.41, 0.58, 0.15], [-0.44, -0.23, -1.19], [0.47, 0.01, -2.18], [0.38, 1.24, 0.19], [-1.38, 1.02, 0.59], [-0.25, -0.10, 1.04], [1.49, -1.88, -0.99]]}